[1]
DFT (ωB97M-V with the def2-TZVPD basis set) results for a 2-piece molecular cluster, C10H14F3N2 overall in a non-equilibrium geometry.

Geometry (Å):
C 1.607 0.666 1.278
C -0.146 0.079 2.916
C 0.331 -0.097 -4.784
C -0.972 0.288 -3.990
C 1.480 -0.152 -3.719
C -0.489 0.938 -2.678
C 0.910 0.305 -2.422
C -0.825 -0.448 5.262
C -0.496 0.542 4.246
C -0.688 -1.321 2.555
N 0.713 0.622 2.060
N 1.399 0.339 -1.265
F 0.089 -2.330 3.151
F -0.652 -1.533 1.229
F -1.907 -1.467 3.026
H 0.528 -0.949 -5.438
H 0.582 0.766 -5.446
H -1.496 1.138 -4.458
H -1.638 -0.574 -3.763
H 2.142 -1.074 -3.610
H 2.197 0.609 -3.926
H -0.308 2.062 -2.840
H -1.046 0.917 -1.795
H -0.095 -1.258 5.143
H -1.828 -0.761 5.380
H -0.688 -0.029 6.388
H -1.297 1.309 4.104
H 0.248 1.304 4.533
H 2.344 0.111 -1.134

Forces on atoms 1 to 3 (eV/Å):
1.9 0.1 -1.5
1.2 -0.6 -0.5
1.5 1.3 0.3

As for the LUMO energy (spin up / spin down): -7.520 / -7.244 eV. The charge is +1. The calculation puts the relative energy (zero: lowest compared OMol25 entry of this formula, charge and spin) at 116.0 kcal per mole. For the frontier orbital gap (spin up / spin down), the calculation gives 0.1779 / 0.2006 Eh. For the molar mass, the calculation gives 219.23 g/mol.

Atom charges from the Löwdin analysis, given in e for atoms 1 to 6:
1. C 0.261
2. C -0.003
3. C -0.146
4. C -0.165
5. C -0.129
6. C -0.122


[2]
DFT (ωB97M-V with the def2-TZVPD basis set) results for C44H55AsF4MnN4O3PTe as an isolated structure.

Geometry (Å):
Mn 0.180 -0.140 0.297
C -1.300 -0.525 2.929
N -1.066 -1.136 1.610
C -0.444 -2.461 1.834
C -2.368 -1.348 0.927
C -2.135 -1.680 -0.531
N -0.950 -0.942 -0.963
C -0.545 -1.000 -2.272
C 0.603 -0.289 -2.610
F 1.172 0.428 -1.574
C 1.166 -0.233 -3.860
F 2.272 0.491 -4.042
C 0.580 -0.927 -4.900
C -0.572 -1.636 -4.610
F -1.177 -2.321 -5.578
C -1.134 -1.682 -3.344
F -2.244 -2.414 -3.175
H -1.937 -1.192 3.518
H -1.803 0.424 2.813
H -0.352 -0.402 3.446
H -1.078 -3.037 2.514
H 0.532 -2.335 2.295
H -0.359 -2.991 0.891
H -2.946 -0.433 1.022
H -2.907 -2.152 1.436
H -3.016 -1.396 -1.109
H -1.983 -2.753 -0.676
H 0.998 -0.918 -5.895
N 1.849 -1.901 -0.130
C 1.695 -3.298 -0.422
C 1.857 -4.237 0.591
C 1.656 -5.581 0.319
C 1.303 -5.998 -0.956
C 1.175 -5.060 -1.970
C 1.376 -3.712 -1.708
H 2.321 -1.450 -0.908
H 2.454 -1.776 0.678
H 2.151 -3.914 1.584
H 1.785 -6.307 1.111
H 1.145 -7.047 -1.163
H 0.926 -5.375 -2.975
H 1.298 -2.986 -2.509
C -4.609 3.622 5.970
C -3.983 3.291 4.646
C -2.608 3.279 4.477
C -1.995 2.986 3.259
C -0.484 3.001 3.255
C -2.811 2.703 2.154
As -2.317 2.082 0.357
N -0.394 1.814 0.381
C 0.492 2.823 0.267
C 1.866 2.588 -0.058
C 2.742 3.626 -0.248
C 2.327 4.949 -0.086
C 1.017 5.216 0.308
C 0.127 4.188 0.487
C -2.594 3.609 -0.870
C -2.372 3.262 -2.211
C -1.824 1.925 -2.646
C -2.606 4.193 -3.221
C -3.069 5.465 -2.948
C -3.337 6.460 -4.040
C -3.287 5.796 -1.616
C -3.060 4.912 -0.569
C -3.369 5.452 0.806
C -4.212 2.679 2.310
C -5.162 2.328 1.188
C -4.769 2.977 3.544
H -3.854 3.756 6.743
H -5.288 2.830 6.290
H -5.191 4.542 5.903
H -1.973 3.497 5.330
H -0.119 2.867 4.274
H -0.091 3.955 2.896
H -0.038 2.219 2.651
H 2.226 1.581 -0.161
H 3.767 3.414 -0.524
H 3.026 5.760 -0.243
H 0.699 6.235 0.485
H -0.858 4.409 0.845
H -2.053 1.118 -1.950
H -0.735 1.979 -2.745
H -2.224 1.653 -3.622
H -2.422 3.900 -4.250
H -3.021 6.080 -5.010
H -2.812 7.397 -3.851
H -4.402 6.690 -4.099
H -3.649 6.790 -1.377
H -3.338 6.541 0.779
H -2.695 5.114 1.587
H -4.373 5.163 1.121
H -4.860 2.710 0.212
H -6.147 2.745 1.393
H -5.279 1.244 1.097
H -5.849 2.965 3.646
C 4.778 0.281 -0.371
C 4.711 0.749 1.064
O 3.963 -0.191 1.864
P 2.615 0.169 2.657
O 1.484 0.225 1.618
Te 2.399 -1.321 4.422
O 2.751 1.711 3.040
C 3.632 2.149 4.100
C 3.510 3.649 4.195
H 5.406 0.953 -0.958
H 3.788 0.263 -0.833
H 5.206 -0.720 -0.428
H 4.269 1.743 1.151
H 5.710 0.788 1.500
H 4.653 1.842 3.862
H 3.333 1.651 5.024
H 3.805 4.126 3.260
H 4.156 4.022 4.991
H 2.484 3.936 4.424

Forces on atoms 1 to 3 (eV/Å):
0.3 -0.7 0.4
0.0 0.0 0.1
0.1 0.0 -0.2

As for the LUMO energy (spin up / spin down): -3.139 / -4.905 eV. The expectation value of S² is 3.821. Its multiplicity is 4. The charge is +1. For the frontier orbital gap (spin up / spin down), the calculation gives 0.2422 / 0.1773 Eh. For the molar mass, the calculation gives 1052.38 g/mol.

Atom charges from the Löwdin analysis, given in e for atoms 1 to 6:
1. Mn 0.815
2. C -0.048
3. N -0.295
4. C -0.070
5. C -0.178
6. C -0.174


[3]
DFT (ωB97M-V with the def2-TZVPD basis set) results for a 12-piece molecular cluster, C77H171N7O12 overall in a non-equilibrium geometry.

Geometry (Å):
C 0.298 -5.548 5.384
C 0.066 -6.121 3.977
C 1.238 -6.921 3.569
C -1.176 -7.058 4.022
C -2.487 -6.321 4.137
C -2.619 -5.389 2.952
C -1.407 -4.415 2.824
C -1.440 -3.893 1.409
C -1.620 -3.373 3.915
N -0.152 -5.151 2.880
O 0.927 -4.230 2.996
H 1.233 -4.933 5.505
H -0.597 -4.962 5.710
H 0.275 -6.417 6.077
H 1.558 -7.527 4.392
H 1.058 -7.534 2.697
H 2.088 -6.208 3.362
H -1.224 -7.642 3.069
H -1.145 -7.801 4.824
H -3.351 -6.983 4.115
H -2.490 -5.749 5.073
H -3.538 -4.815 3.110
H -2.688 -5.922 2.045
H -1.341 -4.686 0.662
H -0.567 -3.260 1.293
H -2.366 -3.336 1.212
H -0.705 -2.836 4.175
H -2.042 -3.870 4.779
H -2.225 -2.569 3.548
H 1.094 -3.999 2.070
C 1.280 7.664 2.782
C 2.493 6.811 2.583
C 3.363 7.476 1.483
C 3.268 6.644 3.866
C 4.382 5.539 3.798
C 3.642 4.179 3.680
C 2.816 4.170 2.388
C 3.694 3.945 1.101
C 1.763 3.093 2.482
N 1.957 5.425 2.317
O 1.067 5.396 1.184
H 0.688 7.311 3.610
H 1.525 8.727 3.062
H 0.705 7.626 1.897
H 2.771 7.706 0.635
H 3.705 8.455 1.860
H 4.229 6.909 1.102
H 3.711 7.639 4.032
H 2.695 6.345 4.725
H 5.072 5.682 2.998
H 4.889 5.499 4.722
H 3.020 3.936 4.544
H 4.357 3.354 3.604
H 3.036 3.769 0.205
H 4.227 3.039 1.307
H 4.366 4.776 0.799
H 1.080 3.072 1.638
H 1.147 3.220 3.368
H 2.287 2.176 2.531
H 1.677 5.590 0.433
C -7.048 2.936 -0.631
C -5.645 2.652 -0.029
C -4.612 3.317 -0.971
C -5.589 3.299 1.424
C -4.337 2.898 2.173
C -4.361 1.340 2.236
C -4.452 0.605 0.876
C -3.080 0.704 0.231
C -4.777 -0.878 1.126
N -5.568 1.190 0.095
O -5.718 0.473 -1.124
H -7.831 2.595 0.061
H -7.178 3.987 -0.870
H -7.091 2.436 -1.582
H -3.563 3.231 -0.670
H -4.772 2.929 -1.972
H -4.920 4.384 -0.896
H -5.654 4.407 1.266
H -6.432 2.957 1.977
H -3.413 3.269 1.737
H -4.335 3.256 3.200
H -5.181 1.061 2.886
H -3.470 1.006 2.826
H -2.649 1.675 0.427
H -3.197 0.603 -0.842
H -2.364 -0.079 0.564
H -4.259 -1.337 1.971
H -4.458 -1.468 0.255
H -5.802 -0.986 1.389
H -4.949 0.646 -1.691
C 3.676 0.796 -5.735
C 2.669 -0.238 -5.222
C 2.334 0.135 -3.686
C 1.374 -0.219 -6.049
C 0.445 -1.426 -5.788
C 1.242 -2.698 -5.960
C 2.586 -2.686 -5.149
C 2.239 -2.932 -3.699
C 3.450 -3.875 -5.655
N 3.336 -1.510 -5.512
O 4.544 -1.477 -4.682
H 4.619 0.880 -5.192
H 3.862 0.584 -6.760
H 3.177 1.791 -5.755
H 1.431 -0.347 -3.400
H 3.187 -0.264 -3.127
H 2.196 1.243 -3.635
H 0.843 0.739 -5.877
H 1.756 -0.208 -7.081
H 0.078 -1.380 -4.745
H -0.471 -1.332 -6.381
H 1.531 -2.769 -7.055
H 0.648 -3.612 -5.709
H 2.004 -3.990 -3.515
H 1.429 -2.287 -3.400
H 3.066 -2.698 -3.009
H 2.933 -4.841 -5.528
H 4.382 -3.917 -5.073
H 3.694 -3.784 -6.727
H 5.289 -1.605 -5.280
C -2.095 -2.453 -1.681
C -3.041 -3.292 -2.527
C -3.605 -4.488 -1.727
C -4.176 -2.336 -2.928
C -4.958 -2.769 -4.207
C -4.159 -3.211 -5.426
C -3.125 -4.210 -5.041
C -3.778 -5.593 -4.764
C -2.052 -4.373 -6.119
N -2.340 -3.664 -3.789
O -1.417 -4.668 -3.392
H -1.148 -2.982 -1.526
H -1.931 -1.552 -2.280
H -2.593 -2.264 -0.731
H -2.934 -5.343 -1.795
H -3.743 -4.171 -0.737
H -4.588 -4.685 -2.135
H -4.899 -2.176 -2.106
H -3.774 -1.331 -3.016
H -5.655 -3.621 -3.904
H -5.702 -2.006 -4.501
H -3.700 -2.307 -5.839
H -4.745 -3.524 -6.269
H -4.692 -5.480 -4.180
H -3.023 -6.159 -4.279
H -4.026 -6.030 -5.745
H -1.446 -5.254 -5.825
H -1.477 -3.436 -6.084
H -2.410 -4.516 -7.136
H -0.617 -4.156 -3.569
C -1.066 5.835 -2.819
C 0.297 5.436 -3.326
C 0.745 4.181 -2.562
C 0.179 5.172 -4.828
C 1.464 4.914 -5.557
C 2.282 6.223 -5.373
C 2.528 6.575 -3.842
C 3.495 5.573 -3.259
C 3.064 8.058 -3.737
N 1.155 6.651 -3.155
O 1.395 6.909 -1.780
H -0.892 6.050 -1.718
H -1.341 6.739 -3.417
H -1.702 4.972 -2.970
H 1.096 4.510 -1.582
H -0.144 3.553 -2.473
H 1.553 3.719 -3.146
H -0.415 4.270 -4.931
H -0.366 5.972 -5.334
H 2.134 4.149 -5.155
H 1.220 4.662 -6.584
H 1.667 7.032 -5.787
H 3.179 6.229 -5.933
H 3.393 5.528 -2.197
H 4.512 5.930 -3.449
H 3.342 4.614 -3.757
H 3.501 8.135 -2.743
H 2.185 8.702 -3.850
H 3.801 8.338 -4.469
H 0.943 7.723 -1.683
C -0.292 3.118 8.224
C -0.588 2.224 6.965
C -1.660 3.059 6.162
C 0.774 1.992 6.230
C 0.731 1.000 5.125
C 0.236 -0.341 5.765
C -1.050 -0.251 6.557
C -2.242 -0.130 5.529
C -1.178 -1.481 7.487
N -1.007 0.918 7.476
O -2.222 0.965 8.207
H 0.376 2.602 8.937
H 0.170 4.067 7.962
H -1.203 3.296 8.744
H -1.205 4.082 6.057
H -1.738 2.686 5.167
H -2.526 3.090 6.831
H 1.277 2.933 5.892
H 1.477 1.578 6.921
H 0.061 1.386 4.295
H 1.728 0.867 4.724
H 1.050 -0.533 6.442
H 0.157 -1.158 5.066
H -3.209 -0.067 6.039
H -2.329 -1.117 5.057
H -2.136 0.627 4.763
H -1.102 -2.371 6.869
H -2.131 -1.532 8.005
H -0.307 -1.418 8.181
H -2.993 1.069 7.632
C -2.960 1.476 -6.047
C -2.867 0.836 -4.692
C -1.905 1.490 -3.714
O -4.064 0.805 -3.921
H -2.124 1.115 -6.664
H -2.977 2.546 -6.105
H -3.784 1.034 -6.672
H -2.494 -0.232 -4.898
H -0.888 1.538 -4.133
H -1.827 0.975 -2.758
H -2.235 2.522 -3.513
H -4.838 0.921 -4.523
C 3.400 -1.975 3.528
C 4.034 -2.859 4.630
C 3.643 -2.283 5.962
O 3.521 -4.120 4.401
H 2.348 -1.916 3.747
H 3.554 -2.418 2.517
H 3.815 -0.908 3.582
H 5.166 -2.922 4.555
H 2.551 -2.334 6.000
H 3.907 -1.188 6.020
H 4.064 -2.853 6.769
H 2.663 -4.060 4.008
C 0.977 -0.689 1.368
C 0.535 -0.368 -0.089
C 0.653 1.087 -0.468
O 1.239 -1.194 -0.964
H 0.883 -1.775 1.526
H 0.240 -0.224 2.033
H 1.999 -0.374 1.572
H -0.505 -0.580 -0.109
H 0.278 1.648 0.417
H 0.094 1.314 -1.378
H 1.670 1.467 -0.500
H 2.183 -1.324 -0.712
C 3.171 -5.937 0.430
C 2.124 -5.354 -0.511
C 1.017 -6.409 -0.852
O 1.673 -4.158 0.048
H 3.931 -5.190 0.769
H 3.674 -6.701 -0.172
H 2.747 -6.454 1.260
H 2.631 -5.112 -1.465
H 0.388 -6.566 0.004
H 1.508 -7.319 -1.082
H 0.372 -6.117 -1.681
H 1.268 -3.551 -0.584
C 5.629 -3.462 -1.761
C 5.177 -2.167 -1.102
O 3.974 -2.234 -0.268
H 4.932 -3.877 -2.466
H 5.846 -4.250 -0.990
H 6.528 -3.167 -2.288
H 5.127 -1.433 -1.851
H 5.888 -1.904 -0.333
H 3.758 -3.171 -0.090

Forces on atoms 1 to 3 (eV/Å):
-0.7 0.5 0.7
-1.5 -0.2 0.2
2.2 0.7 -0.3

As for the LUMO energy: 0.441 eV. Its SMILES is CC1(C)CCCC(C)(C)N1O.CC1(C)CCCC(C)(C)N1O.CC1(C)CCCC(C)(C)N1O.CC1(C)CCCC(C)(C)N1O.CC1(C)CCCC(C)(C)N1O.CC1(C)CCCC(C)(C)N1O.CC1(C)CCCC(C)(C)N1O.CC(C)O.CC(C)O.CC(C)O.CC(C)O.CCO. The charge is 0. The calculation puts the relative energy (zero: lowest compared OMol25 entry of this formula, charge and spin) at 0.0 kcal per mole. For the frontier orbital gap, the calculation gives 0.3234 Eh. For the molar mass, the calculation gives 1387.25 g/mol.

Atom charges from the Löwdin analysis, given in e for atoms 1 to 6:
1. C -0.009
2. C -0.523
3. C -0.047
4. C -0.133
5. C -0.191
6. C -0.129


[4]
DFT (ωB97M-V with the def2-TZVPD basis set) results for C3H6N2O3 as an isolated structure in a non-equilibrium geometry.

Geometry (Å):
C 1.114 0.293 0.006
C -0.883 0.673 -0.069
C -0.171 -0.483 -0.108
N -2.201 1.003 -0.123
N -0.513 -1.829 0.112
O 1.926 0.530 -1.065
O 1.838 0.121 1.131
O 0.101 1.593 0.088
H 2.549 0.778 1.163
H 1.932 -0.239 -1.649
H -2.423 1.938 0.181
H -2.838 0.276 0.162
H -0.429 -2.412 -0.713
H -0.002 -2.242 0.883

Forces on atoms 1 to 3 (eV/Å):
-1.3 0.7 0.0
0.5 -0.8 0.7
-0.1 0.4 0.0

As for the LUMO energy: 0.655 eV. The charge is 0. The calculation puts the relative energy (zero: lowest compared OMol25 entry of this formula, charge and spin) at 64.5 kcal per mole. For the frontier orbital gap, the calculation gives 0.3037 Eh. For the molar mass, the calculation gives 118.09 g/mol.

Atom charges from the Löwdin analysis, given in e for atoms 1 to 6:
1. C -0.475
2. C -0.384
3. C -0.231
4. N 0.168
5. N 0.063
6. O 0.090


[5]
DFT (ωB97M-V with the def2-TZVPD basis set) results for a 6-piece molecular cluster, C4H21NO6 overall in a non-equilibrium geometry.

Geometry (Å):
C 13.314 -34.617 12.323
O 12.937 -33.338 11.809
C 14.004 -32.419 11.904
C 13.460 -31.029 11.544
C 14.507 -29.948 11.831
N 12.239 -30.721 12.304
H 14.258 -34.951 11.891
H 12.521 -35.285 11.997
H 13.374 -34.554 13.409
H 14.409 -32.372 12.922
H 14.792 -32.690 11.193
H 13.207 -31.032 10.481
H 14.073 -28.965 11.638
H 15.395 -30.029 11.213
H 14.679 -29.944 12.911
H 11.543 -31.444 12.183
H 12.496 -30.702 13.289
O 15.547 -23.444 11.116
H 16.142 -24.107 11.482
H 14.679 -23.866 11.123
O 11.395 -27.983 11.404
H 10.554 -28.335 11.711
H 12.043 -28.672 11.660
O 11.997 -24.352 10.095
H 11.926 -23.389 10.068
H 12.035 -24.624 9.170
O 12.143 -24.356 14.969
H 12.322 -24.715 14.070
H 12.189 -23.400 14.874
O 12.705 -25.617 12.483
H 12.277 -26.469 12.286
H 12.488 -25.051 11.717

Forces on atoms 1 to 3 (eV/Å):
-0.6 0.6 -0.5
0.5 -0.3 0.1
-0.4 0.7 -0.4

As for the LUMO energy: 0.455 eV. Its SMILES is COC[C@H](C)N.O.O.O.O.O. The charge is 0. The calculation puts the relative energy (zero: lowest compared OMol25 entry of this formula, charge and spin) at 25.7 kcal per mole. For the frontier orbital gap, the calculation gives 0.3819 Eh. For the molar mass, the calculation gives 179.21 g/mol.

Atom charges from the Löwdin analysis, given in e for atoms 1 to 6:
1. C -0.091
2. O -0.203
3. C -0.227
4. C -0.424
5. C -0.051
6. N 0.038


[6]
DFT (ωB97M-V with the def2-TZVPD basis set) results for C8H11Br2F2O5PPdS as an isolated structure in a non-equilibrium geometry.

Geometry (Å):
C -3.945 1.968 0.230
C -2.451 1.359 0.511
Br -1.791 1.684 2.415
C -1.565 0.645 -0.427
Br -2.277 0.443 -2.333
C -0.081 0.023 -0.196
C 0.897 1.208 -0.793
C 2.487 0.819 -0.860
C 2.885 -0.223 -2.067
F 4.383 -0.385 -2.004
O -0.119 -1.104 -1.197
S -1.004 -2.287 -0.274
O -0.585 -3.795 -0.489
O -2.548 -2.410 -0.580
O -0.825 -1.724 1.366
C 0.350 -0.821 1.128
F 1.362 -1.787 0.544
P 1.325 -0.086 2.568
O 1.837 1.413 2.278
H -4.301 1.965 -0.880
H -4.706 1.405 0.952
H -3.902 3.114 0.561
H 0.796 2.141 -0.062
H 0.504 1.609 -1.847
H 3.074 1.821 -1.070
H 2.915 0.372 0.133
H 2.644 0.173 -3.146
H 2.447 -1.303 -1.866
H 2.438 -0.953 2.905
H 0.471 0.044 3.754
Pd -0.713 -5.324 0.748

Forces on atoms 1 to 3 (eV/Å):
0.6 0.6 0.8
0.3 -0.4 -0.8
-0.8 -0.6 -3.0

As for the LUMO energy: -13.032 eV. The charge is +2. For the frontier orbital gap, the calculation gives 0.0918 Eh. For the molar mass, the calculation gives 554.44 g/mol.

Atom charges from the Löwdin analysis, given in e for atoms 1 to 6:
1. C -0.109
2. C -0.481
3. Br 0.817
4. C -0.447
5. Br 0.913
6. C -0.365